No. 1
The following is a DFT calculation (wB97M-V/def2-TZVPD) of a 17-piece molecular cluster, C74H192N10O34 overall at a distorted geometry.

Relative energy (zero: lowest compared OMol25 entry of this formula, charge and spin), kcal per mole: 278.43
HOMO level, eV: -8.34
E_LUMO, eV: 0.43
DFT total energy, a.u.: -6039.203190
Gap between HOMO and LUMO, Eh: 0.3224

Each line ends with the Mulliken charge.
Cartesian coordinates (Å):
C  1.1056  -6.2853  3.0144  0.361
C  -0.1021  -6.9850  3.5952  -0.380
O  -0.2999  -6.4988  4.8948  -0.513
O  2.2069  -6.7620  3.7472  -0.616
H  0.9750  -5.2112  3.1464  0.049
H  1.2414  -6.5694  1.9708  -0.013
H  0.0878  -8.0512  3.7188  0.374
H  -1.0617  -6.7694  3.1254  0.134
H  -0.2474  -5.5403  4.9073  0.230
H  2.2724  -6.4006  4.6342  0.354
C  6.1631  -2.4034  -0.5045  -0.250
C  5.5531  -1.1882  0.1285  0.076
O  4.3097  -1.2688  0.7091  0.023
O  5.4723  -2.6353  -1.7299  -0.504
H  6.1631  -3.2585  0.1715  -0.096
H  7.1879  -2.1287  -0.7546  0.296
H  5.1650  -0.5380  -0.6555  0.021
H  6.1514  -0.4985  0.7239  0.217
H  4.4632  -1.0389  1.6284  0.350
H  5.8182  -1.9913  -2.3522  0.329
C  2.1158  -2.1840  4.8076  1.478
C  1.6803  -0.7987  5.3552  0.070
O  0.8338  -1.0041  6.5220  -0.464
O  2.6646  -2.8660  5.8152  -0.690
H  2.9255  -2.1924  4.0779  -0.477
H  1.1870  -2.6873  4.5390  -0.725
H  1.0985  -0.4002  4.5241  0.199
H  2.4833  -0.0671  5.4457  0.117
H  0.6680  -0.1728  6.9726  0.130
H  2.1275  -2.6593  6.5836  0.439
C  -1.3278  -2.2593  -2.8888  1.970
C  -2.5447  -1.3728  -2.7115  -0.382
O  -2.9117  -1.5538  -1.3464  -0.220
O  -1.6246  -3.7130  -2.7434  -0.174
H  -0.5657  -1.8312  -2.2377  -1.364
H  -0.8154  -2.0657  -3.8312  -0.713
H  -3.3252  -1.7326  -3.3818  0.421
H  -2.1657  -0.3789  -2.9496  0.390
H  -2.6659  -2.4731  -1.2195  -0.168
H  -2.1665  -3.9773  -3.4904  0.280
C  -3.3273  3.7677  -4.3860  0.332
C  -4.6819  2.8592  -4.4474  -0.518
O  -4.4471  1.6196  -3.7304  -0.404
O  -2.5179  3.2262  -5.3346  -0.592
H  -2.8903  3.6950  -3.3901  -0.245
H  -3.5019  4.8348  -4.5234  0.267
H  -4.9346  2.5736  -5.4685  0.351
H  -5.5075  3.3128  -3.8990  0.284
H  -3.8633  1.7810  -2.9856  0.197
H  -2.3888  2.2767  -5.2763  0.311
C  -2.7634  -4.4668  5.4157  -0.440
C  -1.4598  -3.5225  5.4690  -0.337
O  -0.5049  -3.9684  6.4755  -0.524
O  -3.3332  -4.5030  6.6562  -0.565
H  -2.4790  -5.5075  5.2600  0.281
H  -3.3633  -3.9731  4.6513  0.367
H  -1.8617  -2.5579  5.7788  0.513
H  -0.9499  -3.6236  4.5110  0.045
H  -0.9357  -3.9863  7.3332  0.302
H  -3.8726  -3.7177  6.7745  0.334
C  -0.7724  0.0407  0.6311  -0.467
C  0.5860  -0.5684  0.3264  0.165
O  1.3542  -1.0186  1.5124  0.168
O  -1.4253  0.6441  -0.4800  0.033
H  -0.8715  0.7351  1.4655  0.143
H  -1.3558  -0.7664  1.0742  0.266
H  1.2495  0.2151  -0.0396  -0.077
H  0.6614  -1.2731  -0.5019  -0.100
H  2.2991  -1.1159  1.3731  -0.134
H  -1.9255  -0.1124  -0.7948  -0.002
C  -2.4107  1.6336  11.3198  -0.806
O  -2.0889  1.3453  9.9801  -0.156
C  -3.1768  0.7793  9.1932  -0.899
C  -4.2848  1.7808  8.7723  0.343
N  -5.5165  1.0923  8.2826  -0.322
C  -6.1976  1.8670  7.2390  -1.049
C  -5.3940  2.0299  5.8781  0.533
O  -5.6536  0.8829  5.1021  -0.484
C  -4.9148  1.0344  3.8828  -0.666
H  -3.3219  2.2314  11.3024  0.333
H  -1.7451  2.3534  11.7962  0.280
H  -2.4827  0.7128  11.8986  0.256
H  -3.5707  -0.1208  9.6652  0.505
H  -2.9098  0.4436  8.1911  0.383
H  -3.8317  2.4439  8.0354  -0.295
H  -4.4667  2.4774  9.5906  0.269
H  -6.1425  0.6892  8.9652  0.246
H  -6.2710  2.8364  7.7317  0.446
H  -7.2192  1.6197  6.9504  0.424
H  -4.3114  2.0698  5.9982  -0.348
H  -5.8799  2.8376  5.3308  0.343
H  -5.0548  0.0722  3.3902  0.291
H  -3.8541  1.2312  4.0384  0.257
H  -5.3332  1.8346  3.2723  0.327
C  -1.7212  -4.2673  0.2960  -0.416
O  -1.8789  -5.7244  0.2606  -0.396
C  -2.3977  -6.3128  -0.9483  -0.472
C  -3.7857  -5.8733  -1.4101  -0.477
N  -4.5672  -6.8703  -2.2474  -0.367
C  -6.0279  -6.8577  -2.1968  -0.687
C  -6.6625  -5.4711  -2.6498  -0.450
O  -6.4140  -5.2666  -4.0355  -0.250
C  -7.2269  -6.1109  -4.8367  -0.729
H  -2.6844  -3.7825  0.1371  0.196
H  -0.8363  -3.7695  -0.1005  0.285
H  -1.4302  -4.1057  1.3340  0.167
H  -2.3787  -7.3519  -0.6197  0.317
H  -1.6238  -6.1316  -1.6941  0.183
H  -3.6754  -4.8576  -1.7900  0.176
H  -4.4224  -5.6169  -0.5634  0.486
H  -4.4002  -7.7523  -1.7844  0.249
H  -6.2752  -7.0609  -1.1549  0.491
H  -6.4952  -7.6908  -2.7219  0.353
H  -6.1245  -4.7018  -2.0959  0.237
H  -7.7065  -5.4549  -2.3367  0.352
H  -7.1789  -7.1600  -4.5446  0.273
H  -6.9038  -6.0325  -5.8747  0.236
H  -8.2201  -5.6756  -4.7268  0.293
C  5.2463  7.8325  1.7235  -0.857
O  4.1900  7.7058  0.7719  -0.254
C  2.8516  7.5633  1.3016  -0.890
C  1.6957  7.1902  0.3137  -0.612
N  1.5734  5.8847  -0.3342  0.211
C  2.7431  5.6071  -1.2141  -1.429
C  3.2930  6.6758  -2.1149  -0.536
O  2.6297  6.6279  -3.2828  -0.302
C  2.2156  7.8708  -3.8640  -0.797
H  6.0137  7.1972  1.2813  0.286
H  5.0369  7.3582  2.6823  0.347
H  5.7461  8.7929  1.8502  0.275
H  2.7144  8.4664  1.8962  0.520
H  2.7774  6.8525  2.1246  0.317
H  1.5529  8.0037  -0.3976  0.229
H  0.7314  7.1302  0.8182  0.675
H  0.7050  5.9005  -0.8498  -0.157
H  2.4716  4.6793  -1.7177  0.801
H  3.5256  5.2620  -0.5383  0.409
H  4.3588  6.4812  -2.2343  0.332
H  3.2690  7.6633  -1.6541  0.487
H  1.8394  8.6739  -3.2303  0.360
H  1.5715  7.6497  -4.7151  0.192
H  3.0801  8.2507  -4.4083  0.369
C  5.1978  1.2959  2.5214  -1.069
O  5.2827  -0.0894  2.7137  -0.318
C  5.8639  -0.4659  4.0176  -1.208
C  5.7116  -1.9980  3.9693  -0.480
N  6.7096  -2.7162  3.2601  -0.367
C  6.6518  -4.1680  3.6802  -0.402
C  7.3687  -5.0596  2.7149  -1.115
O  6.8848  -5.3324  1.4282  -0.416
C  5.4677  -5.7011  1.4465  -0.626
H  4.8371  1.5900  1.5358  0.325
H  6.1266  1.8585  2.6161  0.410
H  4.4173  1.7699  3.1166  0.211
H  5.3853  -0.0551  4.9066  0.475
H  6.9385  -0.2928  4.0758  0.380
H  4.7235  -2.3134  3.6342  0.248
H  5.7336  -2.3268  5.0083  0.603
H  6.3827  -2.9309  2.3289  0.241
H  5.6004  -4.4488  3.7410  0.294
H  7.0411  -4.1975  4.6979  0.481
H  7.6330  -6.0212  3.1547  0.506
H  8.4073  -4.7678  2.5593  0.384
H  4.8169  -4.8272  1.4748  0.049
H  5.0288  -6.3605  2.1952  0.475
H  5.2717  -6.0993  0.4510  0.328
C  1.5690  3.5716  2.5282  -0.902
O  0.5967  4.3264  3.3299  -0.374
C  -0.7362  4.1486  2.8659  0.368
C  -1.7189  4.7406  3.9211  -0.879
N  -1.9448  3.8178  5.0258  0.169
C  -1.7651  4.1015  6.4242  -1.011
C  -1.2684  2.9397  7.2812  -0.178
O  -0.1831  2.2394  6.6546  -0.007
C  1.0041  2.9445  6.4522  -0.686
H  1.5772  3.8710  1.4802  0.321
H  1.2018  2.5588  2.3624  0.404
H  2.6289  3.4452  2.7487  0.309
H  -0.9180  3.1056  2.6066  -0.136
H  -0.9058  4.6526  1.9144  0.003
H  -2.6801  4.7914  3.4096  0.504
H  -1.3077  5.6956  4.2480  0.316
H  -1.4272  2.9515  4.9840  0.011
H  -2.6828  4.5145  6.8430  0.516
H  -1.1295  4.9845  6.4906  0.458
H  -2.0474  2.1775  7.2659  -0.506
H  -1.0350  3.0612  8.3390  0.507
H  1.2219  3.2989  7.4597  0.363
H  0.9224  3.9319  5.9978  0.146
H  1.8357  2.3510  6.0724  0.110
C  10.9762  8.6708  -6.5621  -0.824
O  10.5473  7.8028  -5.5489  -0.312
C  9.1712  7.4509  -5.5772  -0.524
C  8.8256  6.5736  -4.2953  -0.695
N  7.4691  6.0510  -3.9866  -0.311
C  7.0723  5.2710  -5.1480  -0.973
C  5.9307  4.3415  -4.8452  0.096
O  6.2854  3.3630  -3.8541  -0.417
C  5.1732  2.9029  -3.1421  -0.379
H  11.0191  8.1631  -7.5257  0.321
H  12.0159  8.9587  -6.4063  0.290
H  10.5659  9.6734  -6.6826  0.319
H  8.7101  6.8907  -6.3906  0.374
H  8.4761  8.2453  -5.8489  0.438
H  9.0525  7.1577  -3.4034  0.364
H  9.4615  5.6949  -4.4036  0.353
H  6.8738  6.8656  -4.0313  0.202
H  7.8825  4.7267  -5.6331  0.523
H  6.9172  6.0228  -5.9219  0.458
H  5.4680  3.9006  -5.7282  0.369
H  5.2965  5.0444  -4.3050  -0.211
H  4.8652  3.6913  -2.4553  0.129
H  5.1932  2.0160  -2.5088  0.204
H  4.3663  2.7204  -3.8517  0.281
C  -6.1214  -0.3396  -1.2370  -0.342
O  -7.3645  -0.9010  -1.3907  -0.293
C  -8.4739  -0.4338  -0.5068  -0.513
C  -9.2797  0.8128  -1.0875  -0.729
N  -9.7934  0.7034  -2.4769  -0.265
C  -11.2081  0.5683  -2.4159  -0.528
C  -11.9054  0.0692  -3.7179  -0.553
O  -13.3036  0.1078  -3.4189  -0.275
C  -14.1358  -0.4600  -4.4436  -0.799
H  -5.3298  -0.7874  -1.8379  -0.111
H  -5.8203  -0.4538  -0.1956  0.332
H  -6.1128  0.7396  -1.3896  0.232
H  -8.2055  -0.1082  0.4982  0.338
H  -9.1878  -1.2423  -0.3490  0.331
H  -8.5900  1.6568  -1.0795  0.315
H  -9.9688  1.0075  -0.2657  0.383
H  -9.4112  -0.0940  -2.9648  0.248
H  -11.5949  1.5872  -2.4306  0.197
H  -11.4940  -0.0185  -1.5429  0.420
H  -11.6135  -0.9665  -3.8922  0.351
H  -11.4236  0.7758  -4.3937  0.307
H  -13.8797  -1.3934  -4.9449  0.313
H  -14.4203  0.1883  -5.2724  0.315
H  -15.1376  -0.5837  -4.0321  0.284
C  7.6993  -11.8346  -0.8000  -0.887
O  6.7443  -10.8108  -0.7464  -0.295
C  6.5916  -10.0545  -1.9053  -0.749
C  5.3117  -9.2046  -1.6765  -0.293
N  4.1789  -10.1130  -1.5630  -0.488
C  2.9761  -9.5866  -0.9361  -0.897
C  2.4299  -8.3550  -1.6420  -0.501
O  2.7644  -7.1704  -0.8981  0.073
C  1.9512  -6.0918  -1.1637  -1.094
H  8.6716  -11.5135  -0.4264  0.292
H  7.9446  -12.2139  -1.7920  0.356
H  7.3229  -12.7628  -0.3701  0.302
H  6.3229  -10.8928  -2.5480  0.464
H  7.4178  -9.4157  -2.2173  0.354
H  5.3695  -8.4365  -2.4478  0.351
H  5.4781  -8.8725  -0.6517  0.240
H  4.4283  -10.8676  -0.9398  0.272
H  3.2351  -9.3565  0.0974  0.427
H  2.2112  -10.3617  -0.8874  0.376
H  1.3452  -8.4584  -1.6126  0.367
H  2.7629  -8.3777  -2.6796  0.367
H  2.4806  -5.2241  -0.7703  0.284
H  0.9260  -6.1995  -0.8093  0.283
H  1.9098  -5.9312  -2.2410  0.433
C  -3.6196  3.6128  0.1692  0.192
O  -3.9836  4.0273  -1.1242  -0.231
C  -4.0280  5.4330  -1.3962  -0.931
C  -2.8090  6.3419  -1.1959  -0.612
N  -1.5440  5.7646  -1.6840  0.566
C  -0.8030  6.8794  -2.3811  -0.967
C  -1.2743  7.1910  -3.8568  -0.277
O  -0.7586  8.4436  -4.1388  -0.339
C  -0.6871  8.8720  -5.4437  -0.975
H  -2.7754  4.1978  0.5341  -0.303
H  -3.3536  2.5586  0.0919  0.101
H  -4.4018  3.6763  0.9256  0.288
H  -4.8809  5.9202  -0.9238  0.394
H  -4.4276  5.3742  -2.4086  0.306
H  -2.7347  6.2710  -0.1108  0.140
H  -3.1726  7.3141  -1.5286  0.401
H  -1.5591  4.9539  -2.2861  -0.076
H  0.2246  6.7031  -2.6989  0.079
H  -0.5883  7.8067  -1.8498  0.440
H  -2.3256  7.4521  -3.9779  0.444
H  -0.8669  6.4631  -4.5585  0.369
H  -1.5907  9.2754  -5.9006  0.304
H  -0.2285  8.0998  -6.0614  0.408
H  0.1190  9.6034  -5.5020  0.329
C  2.2844  -0.9997  -3.0501  -1.134
O  1.0408  -0.3233  -3.2140  0.247
C  1.0583  0.6985  -4.2757  -0.525
C  0.5217  0.1556  -5.6142  -0.392
N  -0.8385  -0.3023  -5.8162  0.009
C  -1.1079  -0.9653  -7.1189  -0.926
C  -0.4947  -2.2848  -7.2306  -0.575
O  -0.9625  -3.2813  -6.2206  -0.234
C  -0.0405  -4.2963  -5.8295  -0.824
H  2.0970  -1.9961  -2.6501  0.232
H  3.0529  -0.3489  -2.6331  0.162
H  2.5436  -1.3202  -4.0592  0.501
H  1.9535  1.2845  -4.4837  0.175
H  0.3810  1.4622  -3.8932  0.301
H  1.1693  -0.6983  -5.8128  0.110
H  0.7053  0.9697  -6.3155  0.452
H  -1.0966  -1.0832  -5.2299  -0.274
H  -0.7512  -0.3164  -7.9188  0.438
H  -2.1717  -1.1267  -7.2927  0.343
H  0.5598  -2.0104  -7.2014  0.343
H  -0.5770  -2.7022  -8.2341  0.507
H  0.8221  -4.0163  -5.2248  0.239
H  0.5291  -4.7510  -6.6400  0.467
H  -0.4864  -5.1616  -5.3391  0.245

***

No. 2
The following is a DFT calculation (wB97M-V/def2-TZVPD) of a 2-piece molecular cluster, CH4N2O3 overall at a distorted geometry.

Relative energy (zero: lowest compared OMol25 entry of this formula, charge and spin), kcal per mole: 9.14
SMILES: NN=O.O=CO
HOMO level, eV: -10.38
E_LUMO, eV: -0.03
DFT total energy, a.u.: -375.652681
Gap between HOMO and LUMO, Eh: 0.3804

Each line ends with the natural charge from an NBO analysis.
Cartesian coordinates (Å):
N  -1.4748  -0.6432  -0.0030  -0.633
N  -1.6228  0.7433  -0.0753  0.212
O  -2.7134  1.2730  0.0076  -0.316
H  -0.5393  -1.0901  0.0285  0.436
H  -2.2765  -1.2712  -0.0854  0.382
O  1.7457  -0.6040  -0.0942  -0.656
C  2.0197  0.5718  0.0007  0.650
O  1.1294  1.4793  0.0470  -0.689
H  3.0026  0.8244  0.3470  0.124
H  0.1113  1.1358  -0.1115  0.490